Here is a cluster of 6 separate species, C12H36O6 in total in a non-equilibrium geometry from the Open Molecules 2025 dataset. Energies are from the ωB97M-V functional and the def2-TZVPD basis.

Computed properties:
Gap between HOMO and LUMO in eV: 9.97
LUMO in eV: 0.453
ΔE to the lowest compared entry with this formula, charge and spin in kcal per mole: 51.0
E_HOMO in eV: -9.5142

The geometry in ORCA input format:
```
! RIJCOSX wB97M-V def2-TZVPD def2/J DEFGRID3
* xyz 0 1
C -2.63 2.82 -2.51
H -3.17 2.94 2.62
H 1.71 -0.66 -0.87
H -3.54 1.87 -4.21
H -1.19 -2.09 -3.64
H 1.54 0.44 0.51
C -2.77 2.62 -3.98
C -0.52 -3.52 -2.17
H -5.50 3.52 1.49
H 1.33 -3.54 -1.51
H 4.09 2.52 2.33
H -2.38 1.91 -1.95
H 3.40 -5.55 0.24
H 2.39 2.39 2.07
O 0.86 -3.10 -2.22
C -4.60 4.12 1.51
C 3.20 0.95 3.48
H 3.29 1.42 5.38
O 2.91 1.80 4.59
H 2.41 0.19 3.40
H -4.56 4.91 2.27
C -1.15 -3.16 -3.48
H 4.63 -5.14 1.40
H -1.84 2.22 -4.37
H 2.42 -3.27 0.40
H -2.13 -3.64 -3.59
C -3.31 3.32 1.61
O -3.34 2.19 0.70
H 4.14 0.41 3.65
H -3.29 1.38 1.20
H 4.57 -4.27 -0.12
H 2.28 -4.19 1.92
H -0.76 -0.52 -1.26
C 2.98 -3.70 1.24
C 3.96 -4.71 0.66
H -0.54 -3.58 -4.29
O -3.78 3.45 -1.91
C 1.04 -0.35 -0.06
H -3.06 3.53 -4.49
H -4.56 4.70 0.57
H -1.00 -2.99 -1.34
H -0.05 1.07 -1.29
H 3.54 1.22 1.35
O 0.72 -1.43 0.81
C 3.28 1.78 2.24
H 1.48 -1.60 1.38
H -3.75 3.16 -0.99
H -2.48 3.95 1.29
H -0.95 0.48 0.14
C -0.23 0.21 -0.64
O 3.60 -2.59 1.88
H -1.79 3.50 -2.30
H 3.70 -2.77 2.82
H -0.60 -4.59 -1.96
*
```